The following is a quantum chemistry calculation of a single C3H7OP molecule in a non-equilibrium geometry, from the OMol25 dataset.

```
12
C3H7OP (ωB97M-V with the def2-TZVPD basis set)
C -1.63387 -0.06244 -1.16130
O -1.12404 1.88150 0.81718
H -1.37022 -1.01329 -1.38817
H -1.35704 0.54436 -2.05408
H 1.54339 0.46631 -1.52912
H 3.35426 0.34383 0.41016
C 1.41850 0.37209 -0.49735
P -0.71276 0.59191 0.25962
H -2.70700 -0.00840 -1.13788
H 1.96829 0.51506 1.56962
C 2.26365 0.39697 0.48434
H -0.70806 -0.29128 1.40459
```

Output
net charge	0
HOMO	-9.43	eV
total energy	-535.029462	Eh